Entry 1:
{"formula": "C15H24BrCl16NO2PS2", "method": "the ωB97M-V functional and the def2-TZVPD basis", "orbital_gap_ev": 9.415, "charge": 1, "lumo_energy_ev": -2.633, "homo_ev": -12.048, "species": ["C", "C", "C", "Br", "C", "C", "C", "C", "C", "N", "C", "C", "C", "S", "P", "O", "O", "S", "H", "H", "H", "H", "H", "H", "H", "H", "H", "H", "H", "H", "H", "H", "H", "H", "H", "H", "H", "H", "H", "H", "H", "H", "C", "Cl", "Cl", "Cl", "Cl", "C", "Cl", "Cl", "Cl", "Cl", "C", "Cl", "Cl", "Cl", "Cl", "C", "Cl", "Cl", "Cl", "Cl"], "positions_angstrom": [[-2.435, -0.242, -0.603], [-2.009, 0.168, 0.826], [-0.659, 0.951, 0.802], [-1.165, 2.814, 0.926], [0.284, 0.270, 1.815], [0.742, -1.011, 1.108], [1.484, -1.960, 2.051], [2.783, -1.185, 2.315], [2.448, 0.040, 3.131], [1.414, 1.011, 2.507], [2.166, 2.091, 1.750], [3.214, 1.684, 0.728], [2.701, 1.261, -0.661], [3.724, -0.071, -1.394], [0.867, 1.872, 4.025], [-0.188, 0.890, 4.660], [2.163, 1.836, 4.951], [0.286, 3.695, 3.910], [-1.924, 0.337, -1.368], [-3.491, -0.052, -0.724], [-2.238, -1.295, -0.768], [-1.917, -0.750, 1.397], [-2.801, 0.787, 1.217], [-0.290, 0.793, -0.198], [-0.341, -0.122, 2.610], [-0.111, -1.559, 0.721], [1.416, -0.805, 0.282], [0.968, -2.075, 3.002], [1.714, -2.893, 1.566], [3.218, -1.001, 1.339], [3.489, -1.768, 2.900], [2.014, -0.327, 4.054], [3.354, 0.590, 3.328], [1.513, 2.835, 1.311], [2.714, 2.637, 2.510], [3.964, 1.002, 1.102], [3.781, 2.596, 0.561], [2.799, 2.090, -1.347], [1.664, 0.956, -0.679], [4.764, -0.111, -0.547], [-0.644, 1.345, 5.391], [2.064, 2.588, 5.568], [-3.801, -1.435, -4.141], [-4.780, -1.979, -5.498], [-4.767, -0.377, -3.103], [-3.252, -2.837, -3.213], [-2.391, -0.535, -4.730], [-3.052, 5.297, -2.250], [-1.508, 5.817, -2.932], [-4.373, 6.106, -3.089], [-3.218, 3.544, -2.440], [-3.103, 5.710, -0.531], [-2.488, -1.923, -9.409], [-0.973, -1.294, -10.065], [-3.850, -1.113, -10.188], [-2.584, -3.661, -9.710], [-2.549, -1.624, -7.666], [0.637, -5.925, 2.579], [2.132, -5.147, 3.136], [-0.265, -4.812, 1.529], [1.040, -7.378, 1.672], [-0.356, -6.347, 3.971]]}

Entry 2:
{"formula": "C21H21N3O5S", "method": "the ωB97M-V functional and the def2-TZVPD basis", "smiles": "CCOC(=O)c1cccc(NC(=O)CSc2nnc(COc3ccccc3C)o2)c1", "orbital_gap_ev": 9.172, "charge": 0, "lumo_energy_ev": 0.552, "homo_ev": -8.620, "species": ["C", "C", "O", "C", "O", "C", "C", "C", "C", "C", "N", "C", "O", "C", "S", "C", "N", "N", "C", "C", "O", "C", "C", "C", "C", "C", "C", "C", "O", "C", "H", "H", "H", "H", "H", "H", "H", "H", "H", "H", "H", "H", "H", "H", "H", "H", "H", "H", "H", "H", "H"], "positions_angstrom": [[-6.476, -3.481, 0.886], [-5.929, -3.176, -0.502], [-5.627, -1.789, -0.652], [-4.443, -1.373, -0.183], [-3.632, -2.106, 0.331], [-4.239, 0.084, -0.382], [-5.147, 0.866, -1.091], [-4.894, 2.215, -1.259], [-3.754, 2.797, -0.731], [-2.845, 2.018, -0.018], [-1.675, 2.532, 0.548], [-1.145, 3.768, 0.400], [-1.627, 4.686, -0.224], [0.188, 3.926, 1.137], [1.592, 3.211, 0.207], [1.458, 1.568, 0.696], [0.528, 1.020, 1.426], [0.854, -0.282, 1.554], [1.949, -0.472, 0.900], [2.689, -1.758, 0.756], [4.076, -1.605, 0.859], [4.783, -1.067, -0.192], [4.251, -0.757, -1.434], [5.065, -0.230, -2.425], [6.406, -0.010, -2.182], [6.935, -0.322, -0.940], [6.145, -0.849, 0.065], [6.700, -1.194, 1.411], [2.393, 0.676, 0.322], [-3.093, 0.660, 0.153], [-6.757, -4.529, 0.944], [-7.349, -2.866, 1.090], [-5.716, -3.277, 1.636], [-6.671, -3.389, -1.274], [-5.020, -3.758, -0.685], [-6.034, 0.413, -1.503], [-5.592, 2.828, -1.809], [-3.561, 3.848, -0.870], [-1.120, 1.851, 1.071], [0.419, 4.988, 1.214], [0.173, 3.459, 2.120], [2.399, -2.246, -0.187], [2.387, -2.404, 1.585], [3.206, -0.912, -1.652], [4.638, 0.009, -3.387], [7.038, 0.404, -2.952], [7.984, -0.150, -0.745], [6.147, -0.672, 2.191], [7.751, -0.926, 1.477], [6.593, -2.262, 1.598], [-2.401, 0.036, 0.700]]}

Entry 3:
{"formula": "C4H6Br2ClN4", "method": "the ωB97M-V functional and the def2-TZVPD basis", "smiles": "C[C@@H](Br)[C@H](Br)n1nnc(Cl)[nH+]1", "orbital_gap_ev": 9.619, "charge": 1, "lumo_energy_ev": -4.851, "homo_ev": -14.470, "species": ["C", "C", "Br", "C", "Br", "N", "N", "N", "C", "Cl", "N", "H", "H", "H", "H", "H", "H"], "positions_angstrom": [[-2.275, 1.084, 0.520], [-1.156, 0.803, -0.460], [0.283, 2.086, -0.191], [-0.607, -0.652, -0.485], [-1.711, -1.982, 0.370], [0.746, -0.761, 0.097], [1.036, -1.023, 1.332], [2.337, -0.984, 1.487], [2.865, -0.693, 0.305], [4.468, -0.506, -0.062], [1.877, -0.565, -0.587], [-2.004, 0.838, 1.537], [-2.551, 2.127, 0.457], [-3.146, 0.515, 0.215], [-1.531, 0.998, -1.454], [-0.516, -0.974, -1.513], [1.884, -0.311, -1.566]]}

Entry 4:
{"formula": "C11H13BrHg", "method": "the ωB97M-V functional and the def2-TZVPD basis", "orbital_gap_ev": [4.509, 5.210], "charge": -2, "lumo_energy_ev": [5.348, 5.417], "homo_ev": [0.840, 0.207], "species": ["C", "C", "C", "H", "C", "C", "H", "H", "H", "H", "Hg", "Br", "C", "C", "C", "H", "C", "C", "H", "H", "H", "H", "C", "H", "H", "H"], "positions_angstrom": [[-2.502, -0.600, 0.916], [-2.508, -1.105, 2.253], [-2.534, 0.007, 3.160], [-2.527, -2.168, 2.516], [-2.468, 1.211, 2.380], [-2.508, 0.834, 0.985], [-2.432, 1.497, 0.123], [-2.554, -1.205, -0.002], [-2.527, -0.078, 4.250], [-2.476, 2.240, 2.766], [1.273, -0.156, 0.162], [2.477, -2.139, -1.415], [2.655, 0.882, -2.519], [1.462, 1.540, -2.559], [0.427, 0.634, -3.021], [1.317, 2.608, -2.429], [0.992, -0.576, -3.268], [2.414, -0.503, -2.913], [3.203, -1.142, -3.272], [3.628, 1.233, -2.269], [-0.569, 0.927, -3.284], [0.546, -1.495, -3.607], [1.275, -0.572, 2.511], [2.082, -1.323, 2.610], [0.339, -0.925, 2.904], [1.514, 0.374, 3.023]]}

Entry 5:
{"formula": "C19H27AlNO19", "method": "the ωB97M-V functional and the def2-TZVPD basis", "orbital_gap_ev": 7.139, "charge": -1, "lumo_energy_ev": 1.876, "homo_ev": -5.263, "species": ["N", "C", "O", "Al", "H", "H", "H", "C", "C", "O", "C", "O", "O", "H", "H", "H", "H", "C", "C", "O", "C", "O", "O", "H", "H", "H", "H", "C", "C", "O", "C", "O", "O", "H", "H", "H", "H", "C", "C", "O", "C", "O", "O", "H", "H", "H", "H", "C", "C", "O", "C", "O", "O", "H", "H", "H", "H", "C", "C", "O", "C", "O", "O", "H", "H", "H", "H"], "positions_angstrom": [[0.266, -0.933, 6.475], [-0.350, -0.920, 5.497], [-0.571, -1.243, 4.242], [0.742, -0.521, 3.101], [1.939, -1.564, 2.909], [1.367, 0.815, 3.716], [0.154, -0.182, 1.687], [-1.247, -0.809, -2.682], [-1.975, -1.215, -1.430], [-0.947, -1.182, -0.442], [0.017, -0.343, -0.877], [0.934, 0.036, -0.218], [-0.197, 0.021, -2.181], [-1.881, -0.258, -3.376], [-0.805, -1.661, -3.206], [-2.756, -0.502, -1.151], [-2.413, -2.209, -1.501], [-4.008, -5.001, 0.708], [-4.318, -6.125, -0.243], [-4.502, -5.446, -1.485], [-3.829, -4.270, -1.406], [-3.638, -3.536, -2.328], [-3.399, -4.032, -0.144], [-3.330, -5.299, 1.505], [-4.906, -4.566, 1.151], [-3.488, -6.828, -0.345], [-5.215, -6.675, 0.037], [-1.514, 3.286, 0.419], [-1.680, 4.087, 1.678], [-3.036, 3.829, 2.036], [-3.385, 2.645, 1.466], [-4.393, 2.059, 1.703], [-2.436, 2.217, 0.592], [-0.499, 2.906, 0.300], [-1.791, 3.849, -0.477], [-1.028, 3.741, 2.484], [-1.515, 5.153, 1.522], [-2.228, -4.016, 7.430], [-2.149, -3.867, 5.938], [-3.147, -4.782, 5.475], [-4.039, -4.952, 6.484], [-5.081, -5.521, 6.372], [-3.592, -4.390, 7.637], [-1.992, -3.091, 7.954], [-1.582, -4.813, 7.807], [-2.408, -2.861, 5.603], [-1.170, -4.129, 5.543], [2.322, 2.225, -2.316], [3.312, 2.117, -3.441], [3.701, 3.476, -3.652], [3.469, 4.147, -2.489], [3.838, 5.260, -2.276], [2.768, 3.388, -1.614], [2.329, 1.350, -1.667], [1.303, 2.395, -2.670], [4.196, 1.534, -3.168], [2.875, 1.692, -4.344], [6.140, 5.329, -6.061], [6.122, 4.129, -5.156], [7.162, 3.311, -5.696], [8.015, 4.129, -6.367], [9.073, 3.793, -6.794], [7.501, 5.383, -6.488], [5.858, 6.245, -5.545], [5.500, 5.203, -6.938], [6.368, 4.380, -4.122], [5.172, 3.610, -5.175]]}

Entry 6:
{"formula": "H58O29", "method": "the ωB97M-V functional and the def2-TZVPD basis", "orbital_gap_ev": 9.607, "charge": 0, "lumo_energy_ev": -0.535, "homo_ev": -10.142, "species": ["O", "H", "H", "O", "H", "H", "O", "H", "H", "O", "H", "H", "O", "H", "H", "O", "H", "H", "O", "H", "H", "O", "H", "H", "O", "H", "H", "O", "H", "H", "O", "H", "H", "O", "H", "H", "O", "H", "H", "O", "H", "H", "O", "H", "H", "O", "H", "H", "O", "H", "H", "O", "H", "H", "O", "H", "H", "O", "H", "H", "O", "H", "H", "O", "H", "H", "O", "H", "H", "O", "H", "H", "O", "H", "H", "O", "H", "H", "O", "H", "H", "O", "H", "H", "O", "H", "H"], "positions_angstrom": [[-2.025, 2.309, 2.997], [-2.692, 2.117, 3.656], [-2.063, 3.258, 2.885], [2.978, -1.633, 3.709], [2.593, -0.766, 3.838], [3.692, -1.676, 4.346], [-1.255, 0.778, -2.681], [-0.422, 1.241, -2.768], [-1.865, 1.277, -3.223], [-3.253, -4.331, -2.657], [-2.500, -3.867, -2.291], [-2.870, -4.987, -3.239], [1.340, 1.839, -2.767], [1.860, 1.252, -2.219], [1.973, 2.229, -3.370], [3.126, -0.257, -4.731], [2.282, -0.521, -4.367], [2.917, 0.084, -5.601], [-0.062, 0.193, 5.752], [-0.339, 0.051, 4.846], [-0.860, 0.076, 6.267], [0.636, 3.446, 2.455], [-0.230, 3.324, 2.843], [0.471, 3.936, 1.649], [0.907, -2.029, -3.763], [0.014, -1.734, -3.940], [1.078, -2.692, -4.433], [-1.820, 4.789, 1.772], [-1.263, 5.564, 1.695], [-1.998, 4.531, 0.868], [-3.846, 1.716, 0.745], [-3.777, 2.245, -0.050], [-3.075, 1.954, 1.260], [-0.138, -0.598, 0.486], [-0.759, -0.043, 0.014], [0.552, -0.781, -0.152], [3.261, -0.173, 0.875], [3.637, -0.893, 1.381], [2.747, -0.603, 0.192], [4.211, 2.479, 0.826], [5.079, 2.582, 1.214], [4.097, 1.533, 0.740], [-1.947, -5.477, 0.446], [-2.875, -5.332, 0.261], [-1.541, -4.619, 0.325], [-0.427, 3.820, -2.333], [0.157, 4.258, -1.714], [0.115, 3.140, -2.734], [-0.771, -0.242, 3.234], [-0.565, -0.511, 2.339], [-1.127, 0.642, 3.142], [-0.168, -4.673, -2.658], [-0.341, -3.777, -2.945], [-0.163, -4.622, -1.702], [-2.611, 3.997, -0.618], [-1.876, 4.078, -1.226], [-3.251, 4.638, -0.928], [1.911, -1.191, -1.305], [2.506, -1.938, -1.243], [1.344, -1.398, -2.049], [-1.999, -1.431, -3.758], [-2.939, -1.401, -3.584], [-1.652, -0.644, -3.338], [3.317, -3.356, -0.579], [4.152, -3.584, -0.987], [3.479, -3.440, 0.361], [-3.069, 2.288, -3.864], [-3.361, 2.914, -4.527], [-3.113, 2.772, -3.040], [2.300, 1.230, 3.143], [2.592, 0.781, 2.350], [1.663, 1.874, 2.834], [2.836, 4.078, -1.020], [3.271, 3.963, -1.865], [3.131, 3.334, -0.495], [-2.704, -2.132, 4.736], [-1.842, -2.140, 4.320], [-2.549, -2.472, 5.617], [3.700, -3.715, 1.897], [4.005, -4.559, 2.228], [3.270, -3.303, 2.647], [0.386, -3.598, -0.008], [0.170, -3.021, 0.724], [1.316, -3.441, -0.171], [-5.889, 0.177, 1.308], [-6.030, 0.032, 0.373], [-5.152, 0.786, 1.348]]}

Entry 7:
{"formula": "C30H31BrN10O5S2Sc", "method": "the ωB97M-V functional and the def2-TZVPD basis", "orbital_gap_ev": 6.827, "charge": 1, "lumo_energy_ev": -2.842, "homo_ev": -9.669, "species": ["Sc", "N", "C", "C", "C", "C", "N", "C", "N", "N", "C", "O", "O", "H", "H", "H", "H", "H", "H", "H", "H", "H", "H", "H", "H", "H", "H", "Br", "C", "C", "C", "C", "C", "C", "N", "N", "C", "C", "C", "C", "O", "C", "N", "C", "C", "C", "C", "H", "H", "H", "H", "H", "H", "H", "H", "H", "N", "C", "C", "C", "C", "C", "C", "S", "O", "O", "N", "C", "S", "C", "C", "N", "H", "H", "H", "H", "H", "H", "H", "H"], "positions_angstrom": [[-1.517, -0.553, -1.638], [0.792, -0.330, -1.574], [1.049, -0.856, -0.215], [2.507, -0.659, 0.234], [3.026, -1.799, 1.117], [2.595, -1.691, 2.580], [3.331, -0.637, 3.260], [2.858, 0.389, 3.958], [1.562, 0.613, 4.099], [3.737, 1.207, 4.558], [-0.037, -0.252, 0.724], [0.257, 0.137, 1.849], [-1.200, -0.221, 0.229], [1.118, -1.062, -2.235], [1.367, 0.503, -1.711], [0.845, -1.936, -0.252], [2.614, 0.293, 0.759], [3.130, -0.634, -0.663], [4.116, -1.831, 1.065], [2.663, -2.749, 0.722], [2.804, -2.639, 3.086], [1.530, -1.487, 2.634], [4.335, -0.740, 3.208], [0.904, 0.290, 3.382], [1.263, 1.430, 4.605], [4.723, 1.014, 4.582], [3.409, 1.975, 5.118], [-1.970, 5.991, 4.301], [-2.982, 5.839, 2.701], [-3.090, 6.931, 1.852], [-3.858, 6.825, 0.712], [-4.469, 5.610, 0.374], [-4.338, 4.518, 1.241], [-3.613, 4.641, 2.408], [-5.304, 5.623, -0.732], [-5.574, 4.680, -1.467], [-4.966, 3.456, -1.571], [-5.791, 2.338, -1.693], [-5.283, 1.054, -1.780], [-3.906, 0.831, -1.831], [-3.377, -0.364, -1.910], [-3.033, 1.973, -1.815], [-1.697, 1.717, -1.943], [-0.865, 2.744, -1.901], [-1.288, 4.072, -1.791], [-2.630, 4.351, -1.725], [-3.552, 3.292, -1.685], [-2.596, 7.859, 2.093], [-3.990, 7.672, 0.056], [-4.839, 3.586, 1.021], [-3.545, 3.812, 3.094], [-6.858, 2.490, -1.644], [-5.944, 0.199, -1.785], [0.195, 2.533, -2.000], [-0.561, 4.867, -1.786], [-2.975, 5.374, -1.723], [5.695, -5.063, 1.085], [4.826, -4.778, 0.056], [3.573, -5.399, -0.006], [2.678, -5.073, -1.005], [3.009, -4.108, -1.938], [4.238, -3.477, -1.887], [5.143, -3.806, -0.898], [1.874, -3.741, -3.267], [2.540, -2.864, -4.187], [1.308, -4.976, -3.739], [0.705, -2.845, -2.537], [-0.471, -3.372, -2.300], [-0.911, -5.037, -2.570], [-2.467, -4.701, -1.863], [-2.579, -3.409, -1.515], [-1.457, -2.637, -1.762], [5.556, -5.945, 1.555], [6.665, -4.853, 0.910], [3.325, -6.153, 0.725], [1.725, -5.571, -1.079], [4.470, -2.746, -2.643], [6.112, -3.330, -0.867], [-3.197, -5.475, -1.759], [-3.439, -2.928, -1.065]]}

Entry 8:
{"formula": "C2H5IN2", "method": "the ωB97M-V functional and the def2-TZVPD basis", "smiles": "[H]/N=N/[C@@H](C)I", "orbital_gap_ev": 7.967, "charge": 0, "lumo_energy_ev": -1.390, "homo_ev": -9.357, "species": ["H", "N", "N", "C", "C", "I", "H", "H", "H", "H"], "positions_angstrom": [[-0.269, -1.961, 2.230], [-0.489, -1.162, 1.686], [-0.081, -1.001, 0.526], [-0.331, 0.288, 0.008], [0.851, 0.683, -0.686], [-2.324, -0.345, -1.476], [-0.955, 1.104, 0.562], [1.337, -0.189, -1.044], [0.649, 1.266, -1.702], [1.612, 1.318, -0.104]]}

no.,maximum force (Eh/bohr)
1,0.0593
2,0.0315
3,0.0138
4,0.0701
5,0.0837
6,0.0287
7,0.0374
8,0.1024